(1)
This record from OMol25 describes a structure of composition C17H18BN9PdS2. The level of theory is the ωB97M-V functional and the def2-TZVPD basis.

Output
Charge: +2
2S+1: 5
LUMO (spin up / spin down) in eV: -7.56 / -9.68
E_HOMO (spin up / spin down) in eV: -14.741 / -14.680
<S²>: 6.06
Orbital gap (spin up / spin down) in eV: 7.19 / 5.00

```
48
Properties=species:S:1:pos:R:3:forces:R:3:mulliken_charge:R:1
Pd -0.24548 0.05615 -0.06371 -0.1 0.2 -0.1 -0.13
C -2.00912 -3.06242 2.75151 0.1 0.0 0.1 -1.13
C -1.86058 -2.58866 1.45266 -0.1 0.0 0.0 -0.05
N -1.13878 -1.46618 1.45284 0.1 0.0 0.0 0.33
N -0.80694 -1.20740 2.73643 0.0 0.1 -0.1 -0.11
C -1.32022 -2.15650 3.53208 -0.1 0.0 0.0 -0.13
B -0.07192 0.08066 3.13162 0.0 0.0 0.0 0.00
N -0.92265 1.25681 2.58581 0.0 0.0 0.0 0.40
C -1.58701 2.21299 3.25048 0.0 0.0 0.0 -0.17
C -2.40322 2.89108 2.36025 0.0 0.0 0.0 -0.90
C -2.18764 2.26732 1.13551 0.0 0.0 0.0 -0.74
N -1.30217 1.28117 1.29368 0.1 0.0 0.1 0.14
N 1.32933 0.04344 2.46716 -0.1 0.1 -0.1 0.14
C 2.54053 0.03277 3.04087 0.0 0.0 0.0 -0.16
C 3.49316 -0.22282 2.06942 0.0 0.1 0.0 -1.11
C 2.76631 -0.36212 0.89280 0.0 -0.1 0.0 -0.51
N 1.46780 -0.21133 1.15261 0.0 0.0 0.0 0.40
H -2.54257 -3.93886 3.07309 0.0 0.0 0.0 0.43
H -2.26343 -3.00871 0.54734 0.0 0.0 0.0 0.38
H -1.16598 -2.11117 4.59732 0.0 0.0 0.0 0.47
H 0.04273 0.17706 4.31118 0.0 0.0 0.0 -0.05
H -1.44426 2.33731 4.31127 0.0 0.0 0.0 0.50
H -3.07165 3.70634 2.57331 0.0 0.0 0.0 0.47
H -2.61741 2.47582 0.16887 0.0 0.0 0.0 0.47
H 2.63859 0.18342 4.10314 0.0 0.0 0.0 0.49
H 4.55671 -0.31293 2.20084 0.0 0.0 0.0 0.46
H 3.11325 -0.58503 -0.10354 0.0 0.0 0.0 0.52
C -1.56145 -3.94062 -3.67808 0.0 0.0 0.0 -0.91
S -0.26988 -2.79270 -4.15254 0.1 0.0 0.1 0.21
C -0.15865 -1.75076 -2.82395 0.1 0.2 -0.1 0.46
S -1.15363 -1.77808 -1.46507 -0.1 -0.2 0.1 0.12
N 0.83024 -0.82847 -3.03760 -0.1 -0.1 0.0 -0.95
N 0.89452 0.07337 -2.07906 0.1 -0.1 0.0 0.93
C 1.77163 1.02488 -2.29309 0.0 0.0 0.0 -0.76
C 1.83962 2.12953 -1.38560 0.0 0.0 0.0 0.93
C 2.78389 3.13380 -1.55562 0.0 0.0 0.0 -0.76
C 2.79568 4.19739 -0.65732 0.0 0.0 0.0 -0.43
C 1.86364 4.20134 0.35847 0.0 0.0 0.0 -0.96
C 0.94283 3.14902 0.45940 0.0 0.0 0.1 0.22
N 0.92057 2.14258 -0.38958 0.1 -0.1 0.0 0.33
H -1.63811 -4.64937 -4.50009 0.0 0.0 0.0 0.37
H -2.50733 -3.41544 -3.55415 0.0 0.0 0.0 0.38
H -1.28256 -4.46126 -2.76242 0.0 0.0 0.0 0.37
H 2.40638 0.96763 -3.17305 0.0 0.0 0.0 0.42
H 3.49075 3.07820 -2.37292 0.0 0.0 0.0 0.42
H 3.51420 4.99866 -0.75929 0.0 0.0 0.0 0.48
H 1.82393 5.00459 1.08109 0.0 0.0 0.0 0.45
H 0.20974 3.14543 1.25522 0.0 0.0 0.0 0.30
```
Positions in Å, forces in eV/Å.

---

(2)
This record from OMol25 describes a structure of composition C17H18Cl2F6GaIN4SSbSi. The level of theory is the ωB97M-V functional and the def2-TZVPD basis.

Output
2S+1: 2
LUMO (spin up / spin down) in eV: 0.01 / -1.55
E_HOMO (spin up / spin down) in eV: -8.027 / -8.748
<S²>: 0.80
Orbital gap (spin up / spin down) in eV: 8.04 / 7.20

```
52
Properties=species:S:1:pos:R:3:forces:R:3:mulliken_charge:R:1
Ga -0.55978 -0.66843 -0.03327 -0.3 0.0 0.4 0.17
C -2.63576 -3.92911 3.96203 0.0 0.0 0.0 -1.07
Si -3.20856 -2.25807 4.55321 0.0 0.0 0.0 0.18
C -5.07574 -2.23834 4.67780 0.0 0.0 0.0 -1.07
C -2.45082 -1.87664 6.22171 0.0 0.0 0.0 -1.06
C -2.72807 -0.81977 3.41342 -0.1 0.1 0.0 0.44
C -3.18369 0.44353 3.78352 0.0 0.0 0.0 -0.22
C -2.91920 1.58779 3.03493 0.0 0.0 0.0 -1.22
C -2.15736 1.44531 1.89725 0.0 0.0 0.0 -0.19
N -1.68610 0.25255 1.53334 0.0 0.1 -0.1 -0.25
C -1.96904 -0.86100 2.23561 0.0 -0.1 0.0 0.39
S -1.27473 -2.27043 1.46326 0.1 -0.1 0.0 -0.63
H -2.98749 -4.67673 4.67853 0.0 0.0 0.0 0.33
H -1.54949 -4.00022 3.90381 0.0 0.0 0.0 0.32
H -3.04082 -4.18268 2.98210 0.0 0.0 0.0 0.33
H -5.42403 -3.03953 5.33318 0.0 0.0 0.0 0.34
H -5.53045 -2.38654 3.69619 0.0 0.0 0.0 0.33
H -5.45068 -1.29529 5.08043 0.0 0.0 0.0 0.33
H -2.71149 -2.64986 6.94777 0.0 0.0 0.0 0.34
H -2.79913 -0.92007 6.61681 0.0 0.0 0.0 0.34
H -1.36181 -1.83350 6.15376 0.0 0.0 0.0 0.33
H -3.77635 0.54797 4.68690 0.0 0.0 0.0 0.30
H -3.29521 2.55669 3.32911 0.0 0.0 0.0 0.41
H -1.90297 2.27411 1.24678 0.0 0.0 0.0 0.58
F 1.73569 -0.05891 -2.39246 0.0 0.1 0.0 -0.57
Sb 1.52895 -1.86910 -2.85693 -0.1 -0.1 0.0 2.44
F -0.08984 -1.47058 -3.70685 0.0 -0.1 0.0 -0.53
F 2.57014 -1.75544 -4.39782 0.0 0.0 0.0 -0.53
F 1.24466 -3.70458 -3.02077 0.0 0.0 0.0 -0.53
F 3.02913 -2.18630 -1.72220 0.1 0.0 0.0 -0.66
F 0.53596 -1.99888 -1.10559 0.1 0.0 -0.3 -0.57
Cl -2.64722 -2.00710 -1.81295 0.0 0.0 -0.1 -0.17
C -2.68210 -0.56389 -2.75532 -0.2 -0.1 -0.1 1.13
C -3.47535 -0.51581 -3.87239 0.0 -0.1 0.1 -0.72
C -3.55234 0.65943 -4.61857 0.0 0.0 0.0 -0.33
C -2.84463 1.79782 -4.23053 0.0 -0.1 0.0 -0.58
C -2.04924 1.75271 -3.11439 0.0 0.0 0.0 0.57
Cl -1.18643 3.16735 -2.64738 0.0 -0.1 0.0 -0.18
C -1.88521 0.55438 -2.30817 0.1 0.1 0.0 -0.48
N -1.06943 0.55645 -1.30730 0.1 0.3 0.0 0.00
H -4.03539 -1.39309 -4.16355 0.0 0.0 0.0 0.43
H -4.17403 0.68998 -5.50278 0.0 0.0 0.0 0.39
H -2.91218 2.71311 -4.80113 0.0 0.0 0.0 0.42
I 3.54980 1.70421 3.82742 0.0 0.0 0.0 0.13
C 2.70734 0.69185 2.25226 0.0 0.0 -0.1 -0.86
C 3.33471 -0.15215 1.35679 0.0 0.0 0.0 -0.01
N 2.40528 -0.58486 0.50416 0.0 0.0 0.0 0.29
N 1.20383 -0.06021 0.78250 0.1 0.0 0.1 0.12
C 1.37342 0.71557 1.85080 0.0 0.0 0.0 -0.11
H 4.36185 -0.46067 1.26509 0.0 0.0 0.0 0.47
H 2.55035 -1.18715 -0.30483 0.0 0.0 0.0 0.24
H 0.54626 1.25128 2.28085 0.0 0.0 0.0 0.46
```
Positions in Å, forces in eV/Å.

---

(3)
This record from OMol25 describes a structure of composition C17H18ClF6IN3O4PtS2Si. The level of theory is the ωB97M-V functional and the def2-TZVPD basis.

Output
Charge: -1
2S+1: 3
LUMO (spin up / spin down) in eV: 2.01 / 1.99
E_HOMO (spin up / spin down) in eV: -4.394 / -5.954
<S²>: 2.01
Orbital gap (spin up / spin down) in eV: 6.41 / 7.95

```
54
Properties=species:S:1:pos:R:3:forces:R:3:mulliken_charge:R:1
Pt -0.00892 0.69901 -0.69509 -0.2 -0.3 0.4 1.12
F 3.55214 3.34424 -3.75090 0.0 0.0 0.0 -0.22
C 4.00533 2.50424 -2.82070 0.0 -0.1 -0.1 0.46
F 4.83984 3.16860 -2.02074 0.0 0.0 0.0 -0.22
F 4.70089 1.53643 -3.43464 0.0 0.0 0.0 -0.22
S 2.61316 1.75972 -1.87192 0.1 0.3 -0.3 1.03
O 1.86878 1.05149 -2.89212 -0.1 -0.1 0.0 -0.69
O 3.24961 1.00603 -0.83928 0.1 0.0 0.0 -0.66
N 1.91672 3.04250 -1.30854 -0.1 -0.2 0.2 -0.34
S 0.50955 3.62552 -1.72900 0.4 0.2 -0.5 1.05
O 0.12216 3.37912 -3.08723 -0.1 0.0 0.0 -0.61
O -0.48261 3.48152 -0.70047 0.0 0.0 0.1 -0.60
C 1.00263 5.40301 -1.68320 -0.3 0.1 0.0 0.48
F 1.25138 5.81589 -0.44144 0.0 0.0 0.0 -0.23
F 2.08307 5.62873 -2.42816 0.0 0.0 0.0 -0.21
F -0.00454 6.13887 -2.17451 0.0 0.0 0.0 -0.22
Cl -3.42383 -5.38465 -1.19721 0.0 0.0 0.0 -0.25
C -2.94561 -3.71244 -1.39324 0.0 -0.1 0.0 0.37
C -2.93916 -2.87142 -0.29093 0.0 0.0 0.0 -0.76
C -2.55970 -1.55000 -0.44916 0.0 -0.1 0.0 -0.28
C -2.17880 -1.04359 -1.69842 -0.1 0.1 -0.1 0.43
C -1.73946 0.36156 -1.84573 -0.1 0.1 0.0 -1.66
C -2.20140 -1.92157 -2.78459 0.0 0.0 0.0 -0.29
C -2.58170 -3.24946 -2.64334 0.0 0.0 0.0 -0.70
H -3.21583 -3.25506 0.68201 0.0 0.0 0.0 0.45
H -2.52246 -0.89821 0.41611 0.0 0.0 0.0 0.41
H -2.43349 1.07568 -1.39864 -0.1 0.0 -0.1 0.58
H -1.53048 0.64709 -2.88002 -0.1 0.0 0.0 0.46
H -1.92225 -1.55218 -3.76517 0.0 0.0 0.0 0.38
H -2.59891 -3.91742 -3.49439 0.0 0.0 0.0 0.43
C -1.75060 -1.11358 4.70068 0.0 0.0 0.0 -0.98
Si -0.31882 0.02246 4.27766 0.0 0.0 0.0 -0.09
C -0.59175 1.68292 5.10203 0.0 0.0 0.0 -0.96
C 1.27023 -0.73357 4.92580 0.0 0.0 0.0 -0.96
C -0.20926 0.24675 2.48327 0.0 0.0 0.0 0.98
C -0.09857 0.47051 1.28749 0.0 0.0 0.1 -1.06
H -1.84614 -1.23655 5.78263 0.0 0.0 0.0 0.29
H -1.60588 -2.10078 4.25731 0.0 0.0 0.0 0.29
H -2.69038 -0.71054 4.31883 0.0 0.0 0.0 0.32
H -0.67284 1.58901 6.18763 0.0 0.0 0.0 0.29
H -1.50503 2.14628 4.72449 0.0 0.0 0.0 0.29
H 0.23463 2.35801 4.87312 0.0 0.0 0.0 0.30
H 1.28551 -0.75326 6.01842 0.0 0.0 0.0 0.29
H 2.13175 -0.16079 4.57913 0.0 0.0 0.0 0.30
H 1.38621 -1.75730 4.56413 0.0 0.0 0.0 0.29
I 0.80376 -5.46179 -0.48543 0.0 -0.1 0.0 0.11
C 0.90645 -3.51040 -1.11303 0.1 0.1 0.0 -0.74
C 1.06326 -3.06662 -2.40742 -0.1 0.0 0.0 -0.27
N 1.03963 -1.72628 -2.35286 0.2 0.1 0.0 0.32
N 0.89612 -1.28519 -1.10272 0.1 0.0 0.1 -0.28
C 0.81283 -2.34995 -0.32659 -0.1 -0.1 -0.1 -0.43
H 1.16473 -3.59941 -3.33644 0.0 0.0 0.0 0.50
H 1.19914 -1.03305 -3.07223 0.0 0.0 0.0 0.16
H 0.66893 -2.23016 0.73481 0.0 0.0 0.0 0.57
```
Positions in Å, forces in eV/Å.

---

(4)
This record from OMol25 describes a structure of composition C17H18F4INO2P at a distorted geometry. The level of theory is the ωB97M-V functional and the def2-TZVPD basis.

Output
Charge: +1
2S+1: 1
LUMO in eV: -4.64
E_HOMO in eV: -10.542
Orbital gap in eV: 5.90

```
44
Properties=species:S:1:pos:R:3:forces:R:3:mulliken_charge:R:1
C -3.93144 -0.54232 5.48319 0.0 -0.3 -0.3 -1.32
C -3.52171 -2.00355 5.30479 0.4 0.1 0.0 -0.27
C -1.97962 -2.22277 5.35278 -0.5 -0.5 -0.1 -0.83
I -1.49866 -3.63758 6.92575 0.4 0.3 -0.3 0.26
P -1.36892 -3.07229 3.87504 0.0 -0.3 0.9 0.05
N -1.85668 -2.42492 2.41016 1.1 -0.6 0.9 0.38
C -2.78725 -3.11794 1.57915 -0.7 -0.7 -1.7 0.40
O -2.52485 -3.79385 0.65055 0.5 0.4 0.5 -0.35
F -4.03642 -2.92003 1.92991 -0.2 0.4 0.7 -0.16
C -1.36224 -1.16489 1.96508 -1.5 1.9 -0.7 0.38
O -2.05558 -0.21270 1.86971 -0.1 -0.4 0.1 -0.36
F -0.11151 -1.10552 1.62327 0.9 -1.0 0.3 -0.15
H -3.30050 0.16320 4.94950 0.1 0.0 -0.2 0.35
H -3.92423 -0.29031 6.53678 0.1 0.1 0.2 0.38
H -4.94550 -0.44098 5.11415 -0.2 0.2 0.0 0.35
H -3.95578 -2.56529 6.12058 -0.1 -0.2 0.0 0.47
H -3.91953 -2.45557 4.39547 -0.1 0.2 -0.1 0.25
H -1.42423 -1.30668 5.51841 0.2 0.1 0.1 0.67
H 0.03099 -3.19743 3.93293 -0.2 0.2 -0.2 0.26
H -1.87053 -4.38141 3.95797 -0.1 0.3 -0.4 0.24
F 2.33941 4.89020 -1.30864 0.0 0.0 0.0 -0.32
C 2.22558 3.58635 -1.01410 0.0 -0.3 0.1 0.44
C 3.16977 2.70185 -1.49663 0.2 0.1 -0.1 -0.55
C 3.05472 1.35508 -1.18912 -0.1 0.0 0.1 -0.52
C 1.99378 0.90936 -0.41253 -0.1 -0.1 0.0 -0.34
C 1.04942 1.81198 0.06072 0.2 0.0 -0.1 -0.03
C 1.16642 3.16191 -0.23615 -0.2 0.1 0.1 -0.67
H 3.98492 3.06824 -2.10622 0.0 0.0 0.0 0.53
H 3.79131 0.65327 -1.55564 0.0 0.0 0.0 0.36
H 1.90404 -0.14355 -0.17729 0.0 0.0 0.0 0.37
H 0.21954 1.46502 0.66219 0.0 0.1 0.0 0.29
H 0.44657 3.88219 0.12909 0.0 0.0 0.0 0.43
F 3.05807 0.80108 -8.39057 0.0 0.0 0.0 -0.31
C 2.57067 0.95670 -7.14777 -0.1 0.0 0.2 0.28
C 3.13087 1.90939 -6.31979 0.2 0.1 -0.1 -0.49
C 2.62304 2.07100 -5.03924 -0.1 -0.2 -0.1 -0.24
C 1.57285 1.27511 -4.60105 0.0 0.0 0.1 -0.24
C 1.02554 0.32001 -5.44664 0.1 0.1 0.0 -0.42
C 1.52251 0.16025 -6.73183 -0.1 -0.2 -0.1 -0.42
H 3.95341 2.51408 -6.67798 0.0 0.0 0.0 0.42
H 3.04664 2.81809 -4.38263 0.0 0.0 0.0 0.29
H 1.18133 1.40090 -3.59928 0.0 0.0 0.0 0.35
H 0.20945 -0.30281 -5.10539 0.0 0.0 0.0 0.36
H 1.10432 -0.57285 -7.40868 0.0 0.0 0.0 0.41
```
Positions in Å, forces in eV/Å.

---

- What is the formula in the first record?
  C17H18BN9PdS2

---

- The lowest 2S+1 belongs to which entry?
  C17H18F4INO2P

---

- Which of these has the highest 2S+1?
  C17H18BN9PdS2